Model one:
The following is a quantum chemistry calculation of the molecule C4H10O3, from OMol25.

Element x y z (Å)
C 1.912 0.880 -0.069
O 1.565 -0.457 0.082
C 0.519 -0.864 -0.739
C -0.629 -0.806 0.409
O -0.406 0.062 1.538
C -1.872 -0.191 -0.180
O -1.627 1.156 -0.550
H 2.212 1.250 0.912
H 1.098 1.508 -0.457
H 2.745 0.875 -0.770
H 0.317 -0.177 -1.589
H 0.912 -1.774 -1.253
H -0.731 -1.823 0.791
H 0.240 -0.291 2.164
H -2.703 -0.250 0.531
H -2.106 -0.738 -1.091
H -1.446 1.640 0.269

The orbital gap is 10.1 eV. Its HOMO energy is -9.27 eV. The calculation puts the molar mass at 106.1 g mol⁻¹. Its charge is 0. For the LUMO energy, the calculation gives 0.801 eV. Its SMILES is COC[C@@H](O)CO.



Model two:
The following is a quantum chemistry calculation of a cluster of 2 separate species, C4H10O3 in total, from OMol25.

Element x y z (Å)
O 1.520 0.303 -1.160
C 0.320 -0.160 -0.906
C -0.384 -0.209 0.410
C 0.086 -0.808 1.758
C 0.660 0.182 2.844
O -0.443 0.995 3.164
H -0.344 -0.391 -1.690
H -1.108 -1.008 0.112
H -1.010 0.847 0.572
H 1.023 -1.524 1.638
H -0.807 -1.436 2.042
H 0.831 -0.526 3.657
H 1.562 0.647 2.368
H -0.091 1.549 3.905
H -1.159 0.625 -5.498
H -2.153 -0.529 -5.114
O -1.183 -0.333 -5.332

The orbital gap is 10.4 eV. Its HOMO energy is -9.80 eV. The calculation puts the molar mass at 106.1 g mol⁻¹. Its charge is 0. For the LUMO energy, the calculation gives 0.586 eV. Its SMILES is O=CCCCO.O.



Model three:
The following is a quantum chemistry calculation of a cluster of 2 separate species, C4H10O3 in total, from OMol25.

Element x y z (Å)
C -0.932 -0.455 1.554
C 0.380 -1.275 0.636
O -0.571 0.733 2.017
O -2.065 -0.459 0.745
H -0.117 1.329 1.180
H -2.551 0.361 0.905
H -1.040 -1.200 2.348
H 1.067 -1.012 -0.162
H -0.143 -2.184 0.349
H 1.062 -1.477 1.460
C 1.151 0.655 -2.011
C 0.130 0.905 -0.951
O 0.328 1.746 -0.054
H -0.881 0.533 -1.153
H 2.159 0.799 -1.626
H 0.976 1.357 -2.828
H 1.045 -0.353 -2.408

The orbital gap is 9.6 eV. Its HOMO energy is -9.30 eV. The calculation puts the molar mass at 106.1 g mol⁻¹. Its charge is 0. For the LUMO energy, the calculation gives 0.336 eV. Its SMILES is CC(O)O.CC=O.



Model four:
The following is a quantum chemistry calculation of the molecule C4H10O3, from OMol25.

Element x y z (Å)
C 2.700 0.355 -0.083
O 1.480 0.002 0.511
C 0.404 0.005 -0.402
C -0.763 -0.525 0.398
O -0.944 0.348 1.506
C -2.100 -0.623 -0.348
O -2.766 0.613 -0.369
H 3.404 0.575 0.722
H 2.581 1.244 -0.718
H 3.091 -0.472 -0.694
H 0.201 1.041 -0.727
H 0.613 -0.626 -1.279
H -0.461 -1.525 0.741
H -0.179 0.942 1.485
H -2.713 -1.405 0.129
H -1.934 -0.929 -1.387
H -2.615 0.982 0.516

The orbital gap is 10.9 eV. Its HOMO energy is -10.08 eV. The calculation puts the molar mass at 106.1 g mol⁻¹. Its charge is 0. For the LUMO energy, the calculation gives 0.870 eV. Its SMILES is COC[C@@H](O)CO.



Stability, highest: model four



Model one:
The following is a quantum chemistry calculation of a cluster of 2 separate species, C4H10O3 in total, from OMol25.

Element x y z (Å)
C -0.295 -0.180 0.064
C 0.273 1.093 -0.121
C -0.289 -0.849 1.397
C -1.130 -0.788 -1.015
O 1.859 -0.795 -0.901
O -0.321 1.889 -1.098
O 0.748 1.825 0.963
H 2.383 -1.257 -0.230
H 0.030 1.964 1.596
H 0.305 2.600 -1.292
H 1.458 0.324 -0.747
H -1.207 -0.569 1.931
H -2.165 -0.446 -0.889
H 0.552 -0.532 2.011
H -0.297 -1.935 1.296
H -1.106 -1.877 -0.966
H -0.797 -0.465 -2.000

The orbital gap is 8.4 eV. Its HOMO energy is -8.18 eV. The calculation puts the molar mass at 106.1 g mol⁻¹. Its charge is 0. For the LUMO energy, the calculation gives 0.250 eV. Its SMILES is CC(C)=C(O)O.O.



Model two:
The following is a quantum chemistry calculation of a cluster of 2 separate species, C4H10O3 in total, from OMol25.

Element x y z (Å)
O -2.491 -1.760 -1.672
C -1.815 -1.606 -0.699
C -0.295 -1.430 -0.721
C 0.254 -0.313 0.177
C 1.755 -0.187 0.091
O -0.358 0.983 -0.019
H -2.284 -1.682 0.315
H -0.032 -1.350 -1.783
H 0.180 -2.385 -0.449
H -0.179 -0.593 1.153
H 2.261 -0.817 0.827
H 1.970 0.878 0.201
H 2.063 -0.516 -0.904
H -1.307 0.801 -0.013
H 0.651 3.516 1.669
H -0.145 2.903 0.570
O -0.227 3.559 1.257

The orbital gap is 10.8 eV. Its HOMO energy is -10.25 eV. The calculation puts the molar mass at 106.1 g mol⁻¹. Its charge is 0. For the LUMO energy, the calculation gives 0.577 eV. Its SMILES is C[C@@H](O)CC=O.O.



Stability, highest: model two



Model one:
The following is a quantum chemistry calculation of a cluster of 3 separate species, C4H10O3 in total, from OMol25.

Element x y z (Å)
C -1.437 0.824 1.760
C -2.000 0.050 0.816
C -1.497 -0.025 -0.531
C -0.711 0.963 -0.997
O 0.483 0.704 -1.639
H -1.863 0.914 2.789
H -0.404 1.147 1.602
H -2.790 -0.687 1.077
H -1.457 -0.978 -1.057
H -0.844 1.989 -0.673
H 0.899 0.077 -1.030
H 2.983 -0.334 0.607
H 2.622 1.084 0.175
O 3.109 0.303 -0.106
H 0.859 -2.577 -0.336
H -0.256 -1.934 0.425
O 0.669 -2.201 0.532

The orbital gap is 9.2 eV. Its HOMO energy is -8.73 eV. The calculation puts the molar mass at 106.1 g mol⁻¹. Its charge is 0. For the LUMO energy, the calculation gives 0.461 eV. Its SMILES is C=C/C=C/O.O.O.



Model two:
The following is a quantum chemistry calculation of the molecule C4H10O3, from OMol25.

Element x y z (Å)
C 0.695 -0.054 -0.143
C -1.285 1.292 0.229
C 0.072 -0.698 -1.378
C 0.788 -1.022 1.031
O 0.181 1.186 0.256
O 2.110 0.285 -0.490
O -1.906 0.361 1.072
H 2.058 0.855 -1.274
H -1.738 0.666 1.979
H -1.684 1.203 -0.784
H -1.517 2.306 0.568
H -0.936 -1.073 -1.176
H 0.689 -1.530 -1.733
H -0.001 0.027 -2.196
H -0.189 -1.374 1.371
H 1.392 -1.902 0.787
H 1.272 -0.529 1.881

The orbital gap is 11.0 eV. Its HOMO energy is -10.19 eV. The calculation puts the molar mass at 106.1 g mol⁻¹. Its charge is 0. For the LUMO energy, the calculation gives 0.781 eV. Its SMILES is CC(C)(O)OCO.



Stability, highest: model two



Model one:
The following is a quantum chemistry calculation of the molecule C2H2FP, from OMol25.

Element x y z (Å)
C -1.124 0.263 -0.489
C -0.480 -0.260 0.509
F 1.896 0.893 0.097
P 1.251 -0.607 -0.197
H -0.736 0.187 -1.504
H -0.807 -0.475 1.583

The orbital gap (spin up / spin down) is 8.0 / 7.7 eV. Its HOMO energy (spin up / spin down) is -9.02 / -8.72 eV. The calculation puts the molar mass at 76.0 g mol⁻¹. Its charge is 0. For the LUMO energy (spin up / spin down), the calculation gives -1.066 / -0.986 eV.



Model two:
The following is a quantum chemistry calculation of the molecule C2H2FP, from OMol25.

Element x y z (Å)
C 0.517 -0.427 -0.382
C -0.553 0.440 0.041
F -0.836 1.801 -0.094
P 1.221 -1.026 1.003
H 0.947 -0.831 -1.281
H -1.296 0.044 0.714

The orbital gap (spin up / spin down) is 7.4 / 7.1 eV. Its HOMO energy (spin up / spin down) is -8.32 / -8.07 eV. The calculation puts the molar mass at 76.0 g mol⁻¹. Its charge is 0. For the LUMO energy (spin up / spin down), the calculation gives -0.890 / -0.953 eV.



Stability, highest: model one